[1]
{"formula": "C27H35Cl3GeN6O6PReS2Te", "method": "ωB97M-V/def2-TZVPD", "species": ["Re", "N", "C", "C", "C", "C", "C", "C", "C", "C", "N", "C", "H", "H", "H", "H", "H", "H", "H", "H", "N", "C", "C", "C", "C", "C", "C", "S", "O", "O", "N", "C", "N", "C", "C", "C", "N", "H", "H", "H", "H", "H", "H", "H", "H", "H", "O", "S", "C", "C", "C", "C", "H", "H", "H", "H", "H", "H", "H", "H", "Cl", "Ge", "Cl", "Cl", "C", "C", "O", "P", "O", "Te", "O", "C", "C", "H", "H", "H", "H", "H", "H", "H", "H", "H", "H"], "coordinates": [[-1.549, 0.482, -0.417], [-2.145, 2.062, 1.038], [-3.586, 2.198, 1.071], [-4.242, 3.176, 1.768], [-5.648, 3.207, 1.790], [-6.375, 2.259, 1.128], [-5.725, 1.260, 0.371], [-6.419, 0.296, -0.393], [-5.701, -0.630, -1.099], [-4.304, -0.585, -1.072], [-3.616, 0.331, -0.413], [-4.313, 1.240, 0.341], [-1.823, 1.608, 1.894], [-1.703, 2.979, 1.001], [-3.686, 3.927, 2.314], [-6.151, 3.989, 2.340], [-7.456, 2.260, 1.155], [-7.500, 0.302, -0.411], [-6.188, -1.387, -1.693], [-3.737, -1.333, -1.604], [0.950, -5.734, 4.940], [0.495, -4.771, 4.107], [0.301, -5.050, 2.739], [-0.137, -4.066, 1.887], [-0.407, -2.789, 2.377], [-0.240, -2.499, 3.724], [0.223, -3.474, 4.579], [-0.863, -1.587, 1.188], [-0.845, -0.248, 1.790], [-2.158, -1.876, 0.597], [0.291, -1.811, 0.077], [-0.061, -1.849, -1.215], [0.651, -2.640, -2.040], [0.204, -2.857, -3.260], [-0.972, -2.277, -3.739], [-1.543, -1.333, -2.929], [-1.079, -1.069, -1.695], [1.092, -6.669, 4.606], [1.053, -5.559, 5.923], [0.502, -6.046, 2.369], [-0.271, -4.262, 0.833], [-0.480, -1.514, 4.102], [0.377, -3.255, 5.627], [0.807, -3.517, -3.873], [-1.391, -2.527, -4.700], [-2.381, -0.731, -3.260], [3.610, -0.027, -2.366], [2.300, 0.508, -3.116], [2.890, 0.292, -4.833], [3.258, 1.676, -5.360], [3.780, 2.455, -4.159], [2.717, 2.274, -3.086], [2.104, -0.182, -5.417], [3.752, -0.368, -4.758], [2.370, 2.169, -5.760], [4.000, 1.596, -6.152], [3.919, 3.511, -4.385], [4.733, 2.046, -3.820], [1.805, 2.818, -3.321], [3.048, 2.516, -2.082], [-0.755, 4.111, -1.691], [-1.540, 2.190, -2.220], [-0.349, 1.686, -4.017], [-3.449, 2.564, -3.115], [4.884, 1.643, 1.674], [4.250, 2.044, 0.357], [2.812, 1.872, 0.306], [2.033, 0.475, 0.358], [0.703, 0.894, -0.249], [3.553, -1.146, -0.662], [2.100, 0.014, 1.867], [1.789, 0.955, 2.939], [2.464, 0.498, 4.213], [5.964, 1.740, 1.580], [4.648, 0.607, 1.916], [4.550, 2.292, 2.482], [4.699, 1.467, -0.457], [4.403, 3.107, 0.171], [0.710, 0.967, 3.062], [2.122, 1.949, 2.640], [2.266, -0.559, 4.378], [2.065, 1.074, 5.047], [3.542, 0.640, 4.172]], "atomic_forces_ev_per_a": [[0.28, 2.07, 0.11], [0.34, -0.31, 0.18], [-0.31, 0.06, 0.00], [0.17, -0.11, -0.06], [-0.18, -0.04, -0.03], [0.04, 0.04, -0.01], [0.26, 0.00, -0.02], [0.23, -0.10, -0.04], [-0.24, 0.12, 0.03], [0.13, -0.08, -0.02], [-0.31, -0.17, -0.03], [-0.21, 0.33, -0.02], [-0.10, 0.23, 0.14], [0.07, -0.07, -0.24], [0.06, 0.00, 0.01], [0.01, 0.01, 0.04], [-0.03, 0.07, 0.01], [-0.03, -0.02, 0.01], [0.01, -0.05, 0.01], [0.04, 0.00, 0.02], [0.05, -0.03, 0.03], [-0.02, 0.17, -0.13], [-0.07, 0.04, 0.06], [-0.02, -0.04, 0.04], [-0.05, 0.42, -0.24], [-0.05, 0.14, -0.05], [-0.02, -0.14, 0.04], [1.30, -2.36, -0.13], [-0.02, 0.32, -0.12], [-0.57, 0.14, 0.13], [-0.21, -0.13, 0.64], [0.02, -0.28, -0.23], [0.17, -0.11, 0.20], [-0.01, 0.15, 0.28], [-0.16, 0.03, 0.03], [-0.01, 0.14, -0.28], [0.58, -0.41, -0.06], [0.01, -0.01, 0.08], [-0.01, -0.06, 0.00], [0.00, -0.02, -0.05], [0.08, -0.13, 0.00], [0.07, 0.06, 0.02], [-0.06, 0.04, 0.03], [-0.04, -0.02, -0.07], [0.03, 0.08, -0.09], [0.02, 0.00, -0.06], [0.41, -0.22, 0.39], [0.38, 0.13, -0.10], [-0.36, 0.12, -0.33], [0.12, 0.12, 0.15], [-0.01, -0.07, -0.12], [0.06, 0.25, -0.07], [-0.05, -0.14, 0.09], [-0.04, -0.06, 0.15], [0.03, -0.02, -0.07], [-0.05, -0.04, -0.03], [0.00, 0.02, 0.05], [0.03, 0.05, -0.02], [0.04, -0.03, 0.08], [-0.14, -0.10, 0.17], [0.14, 0.26, 0.18], [-0.12, -0.53, 0.09], [-0.19, -0.08, -0.31], [-0.27, 0.05, -0.08], [-0.24, 0.07, -0.15], [0.38, 0.00, 0.14], [0.01, -0.36, -0.25], [-0.47, 1.64, 0.52], [-0.10, -0.70, 0.09], [-0.52, -0.16, -0.34], [-0.16, -0.22, -0.73], [-0.07, 0.24, 0.50], [0.03, -0.07, -0.32], [0.03, 0.00, 0.03], [0.10, 0.00, 0.08], [0.00, -0.03, 0.06], [-0.07, 0.17, -0.01], [-0.05, -0.08, -0.09], [-0.05, -0.09, -0.10], [0.00, -0.05, 0.00], [-0.08, -0.04, 0.10], [0.03, -0.01, 0.04], [0.03, 0.02, 0.01]], "mulliken_spin": [1.709, 0.001, -0.012, 0.000, -0.004, 0.005, 0.001, 0.022, -0.012, 0.020, -0.014, 0.026, 0.020, 0.008, 0.000, 0.000, 0.000, 0.000, 0.001, -0.002, 0.000, 0.000, 0.000, -0.003, 0.003, -0.002, 0.001, 0.017, 0.069, 0.037, 0.014, 0.035, -0.006, 0.019, 0.001, -0.007, 0.028, 0.000, 0.000, 0.000, -0.001, 0.000, 0.000, 0.000, 0.000, -0.001, 0.001, 0.001, 0.000, 0.000, 0.000, -0.001, 0.000, 0.000, 0.000, 0.000, 0.000, 0.000, 0.000, 0.000, -0.002, -0.014, -0.007, 0.001, 0.000, 0.000, 0.000, 0.008, 0.030, 0.004, 0.005, 0.000, 0.000, 0.000, 0.000, 0.000, 0.000, 0.000, -0.002, 0.000, 0.000, 0.000, 0.000], "charge": 2, "de_lowest_ev": 1.5932, "spin_multiplicity": 3, "homo_energy_ha": [-0.4538, -0.4541], "e_tot_ev": -184250.8656}

---

[2]
{"formula": "C27H35F10IN5O5S", "method": "ωB97M-V/def2-TZVPD", "species": ["C", "C", "C", "C", "C", "I", "N", "C", "N", "C", "C", "C", "C", "N", "C", "C", "C", "O", "C", "C", "C", "N", "C", "C", "N", "S", "O", "O", "C", "F", "F", "C", "F", "F", "F", "C", "C", "F", "F", "C", "F", "F", "F", "H", "H", "H", "H", "H", "H", "H", "H", "H", "H", "H", "H", "H", "H", "H", "H", "H", "H", "H", "H", "H", "H", "H", "H", "H", "H", "H", "H", "H", "O", "C", "O", "C", "C", "C", "H", "H", "H", "H", "H", "H"], "coordinates": [[-2.929, 0.369, 4.577], [-1.375, 0.424, 4.062], [-1.230, -0.737, 2.962], [-0.298, -0.344, 1.691], [-1.105, 0.260, 0.441], [-2.950, 1.301, 0.926], [-0.254, 1.151, -0.412], [1.095, 0.610, -0.339], [1.703, -0.168, -1.220], [0.982, -0.576, -2.496], [0.871, 0.622, -3.563], [-0.301, 0.326, -4.621], [-1.797, 0.466, -3.988], [-2.366, 1.835, -4.148], [-2.653, 2.489, -2.821], [-3.663, 1.836, -4.858], [-3.984, 3.128, -5.770], [-4.548, 0.950, -4.785], [3.070, -0.717, -1.066], [3.378, -2.144, -0.469], [4.865, -2.542, -0.440], [6.028, -1.831, -0.824], [5.806, -0.540, -1.368], [4.375, 0.009, -1.514], [1.852, 0.928, 0.917], [2.203, 2.617, 1.032], [1.020, 3.531, 0.916], [2.790, 2.828, 2.418], [3.485, 3.223, -0.172], [2.926, 3.034, -1.486], [4.764, 2.656, -0.016], [3.693, 4.837, -0.039], [2.639, 5.554, -0.623], [4.850, 5.113, -0.842], [4.026, 5.244, 1.261], [0.994, 0.553, 2.125], [1.974, -0.206, 3.140], [3.319, -0.087, 2.641], [1.744, -1.628, 3.211], [1.981, 0.327, 4.653], [1.394, 1.583, 4.860], [3.358, 0.473, 5.029], [1.483, -0.684, 5.536], [-3.628, 0.175, 3.685], [-3.221, 1.336, 5.121], [-2.994, -0.563, 5.238], [-1.262, 1.484, 3.611], [-0.744, 0.286, 4.999], [-0.741, -1.635, 3.494], [-2.260, -1.121, 2.617], [0.142, -1.353, 1.325], [-1.404, -0.645, -0.217], [-0.609, 1.271, -1.369], [-0.077, -0.918, -2.200], [1.493, -1.503, -2.952], [1.864, 0.697, -4.122], [0.668, 1.647, -3.073], [-0.212, 0.963, -5.566], [-0.215, -0.773, -4.969], [-1.755, 0.236, -2.865], [-2.412, -0.367, -4.474], [-3.178, 1.738, -2.139], [-1.742, 2.987, -2.345], [-3.436, 3.314, -3.039], [-3.320, 3.990, -5.398], [-5.063, 3.433, -5.496], [-3.861, 2.925, -6.885], [2.541, -2.840, -0.114], [5.062, -3.605, -0.034], [6.719, 0.072, -1.712], [4.263, 1.048, -1.997], [0.564, 1.540, 2.503], [-3.054, -2.766, 3.358], [-3.082, -3.769, 2.687], [-4.057, -4.051, 1.784], [-3.843, -5.363, 1.248], [-2.377, -5.648, 1.469], [-2.089, -4.897, 2.752], [-4.489, -6.067, 1.780], [-4.106, -5.374, 0.189], [-2.149, -6.714, 1.524], [-1.787, -5.219, 0.652], [-2.297, -5.505, 3.636], [-1.066, -4.520, 2.777]], "atomic_forces_ev_per_a": [[0.67, -0.53, -0.23], [-2.29, 0.50, -0.22], [0.97, 0.05, 0.51], [0.84, -1.00, 0.13], [-0.15, -1.20, -0.02], [0.68, -0.22, -0.20], [2.80, -1.90, 0.02], [-0.03, 0.49, 0.64], [-0.07, 0.28, -0.10], [-1.24, -0.17, -0.87], [-0.01, 0.05, -0.53], [-0.49, -0.82, 0.32], [1.06, -0.70, -0.07], [-1.09, -0.90, 0.21], [-1.11, 0.72, -0.33], [-2.89, -0.82, -1.22], [0.08, 0.29, 1.89], [3.63, 2.36, 0.05], [5.91, -2.41, 0.95], [1.86, 3.14, -1.69], [-1.28, 0.62, -0.11], [-3.92, 1.90, -0.60], [-3.22, -1.64, 0.84], [-0.75, -0.87, 0.47], [-1.64, -0.17, -2.59], [-1.66, 4.35, 6.88], [2.73, -2.85, -1.48], [-0.75, -1.76, -4.50], [1.28, 0.42, -1.96], [1.57, -0.11, 2.61], [-3.45, 0.88, -0.52], [1.63, 1.92, -0.67], [2.52, -1.88, 2.04], [-2.88, -0.78, 1.86], [-1.46, -1.05, -3.41], [-1.30, 0.13, 0.01], [1.61, -1.11, -0.51], [-3.16, -0.36, 1.25], [0.25, 3.14, -0.49], [2.36, 0.03, 2.61], [1.01, -3.39, -0.56], [-3.49, -0.24, -0.81], [0.67, 3.05, -2.29], [1.02, 0.49, 1.41], [0.41, -1.62, -0.69], [-0.21, 1.51, -0.70], [0.20, -1.72, 0.72], [-0.56, 0.21, -1.59], [-0.72, 1.35, -1.04], [1.88, 0.98, 0.33], [-0.65, 1.58, 0.39], [0.16, 1.44, 1.25], [0.13, -0.29, 0.48], [1.58, 0.57, -0.28], [-0.53, 1.67, 0.90], [-1.26, 0.00, 0.84], [0.39, -1.58, -0.52], [-0.07, -0.71, 1.53], [0.05, 1.66, 0.52], [-0.09, 0.05, -1.41], [0.46, 1.49, 0.72], [0.84, 1.04, -0.65], [-1.11, -0.81, -0.66], [1.41, -1.11, 0.60], [-0.79, -1.28, -0.96], [1.62, -0.66, -0.81], [-0.13, 0.18, 1.67], [1.55, 1.09, -0.52], [-0.25, 1.99, -0.70], [-1.76, -1.10, 0.65], [0.19, -1.86, 0.84], [0.78, -1.51, 0.25], [-0.62, -0.78, -0.57], [-0.21, 0.39, 0.76], [0.38, 0.48, 0.34], [-0.25, -0.47, -0.38], [0.43, -0.44, -0.20], [0.24, -0.18, -0.39], [0.03, 0.08, -0.02], [-0.15, 0.18, 0.18], [-0.09, 0.09, -0.05], [-0.07, -0.08, 0.03], [0.09, 0.15, 0.05], [-0.14, 0.04, 0.36]], "mulliken_charge": [-1.149, -0.096, -0.780, 0.509, -0.773, 0.127, 0.878, -1.905, 0.960, -0.522, -0.149, -0.786, -0.158, 0.140, -0.872, 0.415, -0.922, -0.557, 0.109, -0.508, -0.260, -0.488, -0.397, -0.279, 0.781, 1.048, -0.590, -0.623, 0.649, -0.241, -0.242, 0.462, -0.174, -0.238, -0.156, -0.877, 0.503, -0.317, -0.282, 0.554, -0.199, -0.274, -0.230, 0.215, 0.358, 0.295, 0.177, 0.165, 0.409, 0.463, 0.086, 0.595, -0.366, 0.194, 0.519, 0.360, 0.138, 0.368, 0.303, -0.110, 0.401, 0.275, 0.211, 0.394, 0.291, 0.292, 0.323, 0.352, 0.315, 0.339, 0.340, 1.199, -0.607, 0.566, -0.345, -0.471, -0.483, -0.283, 0.281, 0.330, 0.327, 0.218, 0.323, 0.144], "charge": 1, "homo_energy_ha": -0.4424, "e_tot_ev": -92348.3339}

---

[3]
{"formula": "C27H35FeN4O7P", "method": "ωB97M-V/def2-TZVPD", "species": ["O", "H", "Fe", "N", "N", "N", "N", "O", "O", "O", "O", "C", "C", "C", "C", "C", "H", "H", "H", "C", "H", "H", "H", "C", "C", "H", "H", "H", "H", "H", "H", "H", "H", "C", "H", "H", "H", "O", "H", "H", "O", "P", "C", "C", "C", "C", "C", "C", "C", "C", "C", "C", "C", "C", "C", "C", "C", "C", "C", "C", "H", "H", "H", "H", "H", "H", "H", "H", "H", "H", "H", "H", "H", "H", "H"], "coordinates": [[-0.888, 2.839, -3.574], [-0.086, 3.133, -4.110], [0.631, 2.721, -1.630], [2.094, 1.292, -0.985], [0.461, 0.839, -2.678], [0.218, 2.702, 0.364], [-1.489, 2.201, -1.235], [2.849, 1.339, 0.093], [1.055, 2.403, 1.395], [-2.313, 1.608, -2.005], [-0.630, 0.408, -3.259], [1.465, -0.053, -2.761], [2.439, 0.242, -1.771], [-1.028, 2.922, 0.852], [-2.030, 2.764, -0.145], [3.597, -0.603, -1.381], [3.310, -1.253, -0.547], [4.428, 0.008, -1.025], [3.955, -1.217, -2.212], [1.388, -1.290, -3.600], [0.778, -1.104, -4.486], [0.930, -2.110, -3.041], [2.369, -1.642, -3.932], [-1.310, 2.991, 2.312], [-3.503, 2.908, 0.000], [-0.358, 2.987, 2.848], [-1.910, 2.139, 2.657], [-1.884, 3.894, 2.567], [-3.941, 2.995, -0.995], [-3.751, 3.797, 0.575], [-3.965, 2.055, 0.498], [1.900, 1.991, 0.934], [-1.427, 0.982, -2.826], [1.819, 4.074, -1.737], [2.758, 3.786, -2.181], [1.770, 4.804, -0.977], [1.175, 4.440, -2.553], [5.456, 2.447, 0.308], [5.480, 3.388, 0.495], [4.519, 2.167, 0.380], [-0.680, -0.011, -0.504], [-0.744, -1.180, 0.423], [-0.938, -2.721, -0.480], [-0.960, -3.924, 0.230], [-1.025, -5.131, -0.467], [-1.058, -5.130, -1.864], [-1.081, -3.925, -2.570], [-1.056, -2.711, -1.876], [0.735, -1.315, 1.445], [0.909, -0.462, 2.544], [2.094, -0.501, 3.283], [3.130, -1.357, 2.906], [2.956, -2.212, 1.821], [1.767, -2.195, 1.087], [-2.119, -1.013, 1.562], [-3.195, -0.211, 1.172], [-4.235, 0.033, 2.075], [-4.229, -0.608, 3.318], [-3.188, -1.465, 3.671], [-2.112, -1.656, 2.804], [-0.927, -3.899, 1.319], [-1.046, -6.061, 0.097], [-1.072, -6.073, -2.410], [-1.123, -3.916, -3.661], [-1.118, -1.752, -2.404], [0.104, 0.216, 2.836], [2.201, 0.149, 4.149], [4.074, -1.351, 3.454], [3.750, -2.902, 1.532], [1.632, -2.865, 0.236], [-3.203, 0.195, 0.155], [-5.048, 0.698, 1.788], [-5.061, -0.442, 4.003], [-3.195, -2.001, 4.619], [-1.272, -2.294, 3.074]], "atomic_forces_ev_per_a": [[3.32, 2.38, 0.46], [-1.74, -0.55, 0.46], [-2.84, -4.24, -1.54], [1.90, -2.46, -1.59], [1.89, -2.90, -0.64], [-0.43, 0.30, 3.31], [-1.92, -0.70, -1.54], [-0.12, 1.30, 1.34], [-0.62, 0.75, -1.17], [0.45, 1.23, 1.72], [-1.56, -0.38, -0.42], [-2.10, 1.98, -0.33], [-0.31, 2.33, 1.75], [0.11, -0.62, -1.17], [0.23, -0.03, 0.81], [0.21, -0.22, -0.23], [0.14, 0.12, -0.17], [-0.15, 0.05, -0.03], [-0.20, 0.01, 0.05], [0.15, 0.02, -0.08], [-0.01, 0.02, 0.15], [0.10, 0.11, -0.09], [-0.01, 0.22, 0.16], [0.01, 0.28, 0.36], [-0.04, 0.43, -0.10], [-0.40, 0.13, 0.01], [0.10, 0.03, -0.25], [0.16, -0.15, -0.15], [0.01, -0.01, 0.13], [0.02, 0.09, 0.10], [0.15, 0.11, -0.06], [0.82, -0.32, -0.45], [1.27, -0.65, -1.31], [0.55, 1.40, -1.71], [0.54, 0.02, 0.46], [0.58, 0.59, 1.11], [0.04, 0.41, -0.25], [-0.16, -0.18, 0.08], [-0.11, 0.02, 0.02], [0.24, 0.11, -0.23], [-0.16, -0.78, 0.77], [0.31, 0.99, -0.85], [-0.16, -0.38, 0.05], [-0.01, -0.18, -0.51], [0.00, 0.22, 0.21], [0.02, 0.15, -0.06], [-0.12, 0.06, 0.27], [-0.02, 0.05, 0.17], [0.38, -0.38, 0.19], [0.13, -0.25, 0.10], [-0.20, 0.08, -0.25], [-0.17, -0.01, -0.06], [-0.09, -0.08, -0.14], [-0.09, 0.14, 0.37], [-0.19, -0.28, 0.33], [-0.02, -0.13, 0.23], [0.30, -0.36, -0.13], [-0.12, 0.15, -0.13], [0.22, -0.15, -0.05], [-0.49, 0.32, -0.13], [0.06, -0.18, -0.21], [0.02, 0.09, -0.22], [-0.02, 0.21, 0.17], [-0.03, -0.06, 0.33], [0.13, -0.35, 0.24], [0.28, -0.17, -0.07], [0.05, -0.09, -0.20], [-0.31, -0.05, -0.11], [-0.17, 0.23, 0.08], [0.10, 0.16, 0.25], [0.08, -0.06, 0.41], [0.07, -0.24, 0.16], [0.25, -0.06, -0.11], [-0.10, 0.23, -0.12], [-0.19, 0.16, 0.09]], "mulliken_spin": [-0.018, 0.003, 3.196, 0.150, -0.077, 0.348, 0.017, 0.077, 0.157, 0.349, -0.030, 0.089, -0.093, -0.077, 0.117, 0.004, -0.007, -0.004, -0.002, -0.004, 0.002, 0.006, 0.002, 0.021, 0.015, 0.002, -0.007, -0.007, 0.003, 0.008, 0.017, -0.005, 0.004, -0.327, 0.023, 0.022, 0.039, 0.000, 0.000, -0.003, -0.006, -0.011, 0.002, 0.000, 0.001, 0.000, 0.002, 0.006, 0.002, -0.008, 0.001, -0.002, 0.003, -0.001, 0.001, 0.005, 0.006, 0.000, 0.000, 0.001, 0.000, 0.000, 0.000, 0.000, -0.006, 0.003, 0.000, 0.000, 0.000, 0.000, -0.010, 0.000, 0.000, 0.000, 0.000], "de_lowest_ev": 3.9656, "spin_multiplicity": 5, "homo_energy_ha": [-0.2576, -0.2536], "e_tot_ev": -92525.8879}